The following is a quantum chemistry calculation of C2H3LiOZn as an isolated structure, from OMol25.

XYZ file:
```
8
Properties=species:S:1:pos:R:3:forces:R:3
C -0.585489 -0.575489 0.192420 -4.61 -1.10 1.79
C 0.376135 -1.459216 0.256165 0.18 -2.27 1.18
O 1.319282 -2.107503 0.538527 -0.16 1.06 -0.57
Li 1.087231 2.212862 0.606536 0.09 0.24 0.05
H -1.204576 -0.522813 -0.691439 0.66 0.52 -0.57
H -1.540737 -0.670484 1.062068 3.55 0.20 -2.07
Zn 0.555478 2.173963 -2.424334 0.00 -0.01 0.01
H -0.007322 0.948682 0.460054 0.30 1.37 0.18
```
Positions in Å, forces in eV/Å.

Results
Kohn-Sham gap   5.14 eV
Largest force on an atom   5.07 eV Å⁻¹
LUMO level   -0.460 eV
DFT total energy   -52787.3910 eV

In elementary charge units, the natural (NBO) charges are: atom 1 (C): -0.764, atom 2 (C): 0.623, atom 3 (O): -0.486, atom 4 (Li): 0.597, atom 5 (H): 0.261, atom 6 (H): 0.294, atom 7 (Zn): 0.009, atom 8 (H): -0.535

The following is a quantum chemistry calculation of a 2-piece molecular cluster, C2H7OPS2 overall, from OMol25.

XYZ file:
```
13
Properties=species:S:1:pos:R:3:forces:R:3
C 0.556081 2.374105 0.327557 0.39 0.07 0.01
C 0.254423 -2.440585 0.026396 -0.20 0.09 0.14
O -0.701626 1.728336 0.206653 -0.45 -0.51 -0.14
P -0.961705 0.195541 -0.151119 1.10 -0.48 -2.01
S -2.815422 -0.275805 0.055724 0.76 0.02 -0.26
S 0.524899 -0.883922 0.911353 -0.41 0.38 -0.21
H 0.334071 3.435279 0.442001 0.09 -0.13 -0.02
H 1.163770 2.211275 -0.562616 0.01 0.01 -0.04
H 1.093430 2.007875 1.205231 -0.05 0.05 -0.06
H -0.628292 -2.940885 0.419477 0.04 0.00 -0.08
H 1.136554 -3.052576 0.179941 0.07 -0.04 -0.02
H 0.128574 -2.215152 -1.031922 0.06 -0.12 -0.09
H -0.084752 -0.143490 -2.028676 -1.42 0.66 2.78
```
Positions in Å, forces in eV/Å.

Results
Kohn-Sham gap   8.59 eV
Largest force on an atom   3.19 eV Å⁻¹
LUMO level   -0.452 eV
DFT total energy   -35193.2510 eV

natural (NBO) atomic charge list, values in e, 8 entries: atom 1 (C): -0.249, atom 2 (C): -0.733, atom 3 (O): -0.831, atom 4 (P): 1.175, atom 5 (S): -0.472, atom 6 (S): -0.066, atom 7 (H): 0.207, atom 8 (H): 0.194

The following is a quantum chemistry calculation of C9H12MnS8 as an isolated structure, from OMol25.

XYZ file:
```
30
Properties=species:S:1:pos:R:3:forces:R:3
Mn -0.011672 -0.252381 0.175208 0.11 -0.20 -1.11
C -1.162183 2.431593 -1.437612 0.11 -0.06 0.20
C -2.263808 1.392152 -1.492281 0.13 -0.20 0.05
S -1.676051 -0.334406 -1.483019 0.04 -0.04 -0.12
C -0.725353 -0.450898 -3.053999 -0.21 -0.01 0.20
C 0.636685 -1.085067 -2.856039 0.19 0.08 0.16
S 1.617949 -0.373634 -1.491804 -0.09 -0.01 -0.16
C 1.891576 1.359887 -2.032112 -0.01 -0.24 0.07
C 1.622816 2.346047 -0.909481 -0.16 -0.15 0.08
S 0.021086 2.101192 -0.071037 -0.05 0.18 -0.04
H -0.590851 2.486482 -2.361990 -0.06 -0.01 -0.03
H -1.594620 3.413048 -1.246765 0.02 0.01 -0.04
H -2.905736 1.446530 -0.611516 -0.04 0.03 -0.03
H -2.892229 1.527820 -2.372573 -0.03 0.02 0.02
H -1.318784 -1.073686 -3.722771 0.02 0.07 -0.06
H -0.672644 0.549752 -3.479320 0.05 -0.03 -0.02
H 0.548055 -2.136504 -2.579221 0.02 -0.02 -0.09
H 1.233662 -1.024272 -3.765985 -0.03 -0.06 -0.02
H 2.934896 1.425575 -2.338908 -0.02 0.04 -0.05
H 1.269356 1.533808 -2.907998 0.01 0.07 0.02
H 2.360639 2.254789 -0.111582 0.03 0.03 -0.01
H 1.652402 3.371341 -1.277453 0.03 0.02 0.02
S 0.032829 -5.133450 5.468805 -0.01 0.89 -0.91
C 0.019025 -4.044151 4.249349 0.02 -1.29 1.09
S 0.018668 -4.503993 2.569472 0.01 0.24 -0.25
C 0.000509 -2.897037 1.949112 -0.02 -1.39 -2.18
C -0.010376 -1.867200 2.884814 0.00 1.68 1.33
S -0.031820 -0.239319 2.346702 -0.06 -0.17 1.57
S 0.001422 -2.324972 4.535775 -0.01 0.57 -0.71
S -0.021746 -2.530848 0.292428 0.00 -0.06 1.00
```
Positions in Å, forces in eV/Å.

Results
Kohn-Sham gap (alpha / beta)   5.62 / 5.30 eV
Largest force on an atom   2.58 eV Å⁻¹
LUMO level (alpha / beta)   -9.672 / -9.345 eV
Expectation value of S²   1.167
Total charge   +2
DFT total energy   -127513.6982 eV
Spin multiplicity   2

natural (NBO) atomic charge list, values in e, 8 entries: atom 1 (Mn): 0.310, atom 2 (C): -0.529, atom 3 (C): -0.540, atom 4 (S): 0.379, atom 5 (C): -0.531, atom 6 (C): -0.528, atom 7 (S): 0.379, atom 8 (C): -0.539

The following is a quantum chemistry calculation of a 2-piece molecular cluster, C3H2N2S3 overall, from OMol25.

XYZ file:
```
10
Properties=species:S:1:pos:R:3:forces:R:3
C 3.048624 -1.854409 -1.182056 -1.68 0.15 2.21
C -2.624763 1.203835 1.852567 -0.53 -1.08 0.32
C 0.877378 -0.582109 -0.969758 2.68 -1.47 -2.50
N 3.420637 -1.928180 -2.249236 1.62 -0.31 -2.28
N -2.547923 2.308306 1.504058 2.46 5.36 -1.90
S -0.397573 0.228735 -0.402957 -1.70 1.08 0.65
S 1.916402 -1.613216 0.072361 0.02 0.35 -0.39
S -3.075158 -0.193090 2.284574 -0.24 -2.37 0.78
H 1.209455 -0.598419 -2.091444 -0.94 0.17 2.27
H -1.827080 3.028547 1.181890 -1.71 -1.89 0.85
```
Positions in Å, forces in eV/Å.

Results
Kohn-Sham gap (alpha / beta)   7.82 / 6.43 eV
Largest force on an atom   6.19 eV Å⁻¹
LUMO level (alpha / beta)   0.377 / -3.311 eV
Expectation value of S²   2.006
DFT total energy   -38624.6420 eV
Spin multiplicity   3

natural (NBO) atomic charge list, values in e, 8 entries: atom 1 (C): 0.045, atom 2 (C): 0.199, atom 3 (C): -0.796, atom 4 (N): -0.300, atom 5 (N): -0.661, atom 6 (S): 0.385, atom 7 (S): 0.363, atom 8 (S): 0.017

The following is a quantum chemistry calculation of an isolated ion of composition C5H8NO2 and charge -1, from OMol25.

XYZ file:
```
16
Properties=species:S:1:pos:R:3:forces:R:3
O -0.623690 -1.707432 1.718181 0.05 0.15 2.55
C -0.471280 -1.136926 0.659036 0.12 1.42 -2.65
O -0.485300 -1.642377 -0.468572 0.04 -1.60 -1.48
C -0.371030 0.449330 0.447591 -2.69 0.11 2.81
C 0.942344 1.029682 0.068203 2.68 -1.60 -2.24
C 0.929487 0.540268 -1.490652 2.49 1.89 0.54
C 1.210610 1.110665 -2.677795 -1.19 0.34 -0.57
N -1.025615 1.123638 1.614232 0.98 -0.14 1.83
H -0.972985 0.707884 -0.406053 -0.85 -0.36 -0.17
H 1.819839 0.441276 0.598583 -1.46 1.38 -0.99
H 1.097419 2.130652 0.137777 -0.44 -0.78 0.20
H 0.802562 -0.488974 -1.530135 -0.72 -1.68 0.13
H 1.378502 2.206245 -2.783712 0.00 -0.81 -0.02
H 0.997685 0.523149 -3.669056 0.69 1.09 2.05
H -0.557043 0.689830 2.444812 0.05 0.65 -0.75
H -1.955540 0.764831 1.872994 0.24 -0.06 -1.25
```
Positions in Å, forces in eV/Å.

Results
SMILES string   C=CC[C@H](N)C(=O)[O-]
Kohn-Sham gap   7.74 eV
Largest force on an atom   3.89 eV Å⁻¹
LUMO level   3.964 eV
Total charge   -1
DFT total energy   -10899.3845 eV

natural (NBO) atomic charge list, values in e, 8 entries: atom 1 (O): -0.755, atom 2 (C): 0.752, atom 3 (O): -0.799, atom 4 (C): -0.182, atom 5 (C): -0.428, atom 6 (C): -0.128, atom 7 (C): -0.481, atom 8 (N): -0.865

The following is a quantum chemistry calculation of C19H18AuN3OS as an isolated structure, from OMol25.

XYZ file:
```
43
Properties=species:S:1:pos:R:3:forces:R:3
Au -2.553848 1.175953 -0.827136 0.41 0.33 0.80
C 4.307536 -3.833894 -0.889062 -0.05 0.09 -0.02
C 3.814303 -2.453147 -0.536376 0.05 -0.05 -0.03
C 4.598562 -1.327815 -0.760857 -0.02 0.02 0.01
C 4.148727 -0.045172 -0.473989 0.03 -0.01 0.00
C 2.876007 0.124557 0.057297 0.01 0.05 0.00
N 2.313661 1.389871 0.355654 0.08 -0.07 0.01
C 2.952394 2.594325 0.421847 -0.05 -0.07 0.01
O 4.145408 2.776382 0.311181 -0.06 -0.02 0.01
N 2.102977 3.676362 0.682834 -0.06 0.06 0.00
C 0.728508 3.820037 0.483542 0.07 0.00 0.08
C 0.023990 4.776006 1.213209 0.02 0.01 0.11
C -1.333291 4.924007 1.012004 0.00 -0.01 -0.03
C -1.973299 4.098931 0.100958 0.07 0.09 -0.07
N -1.304993 3.189983 -0.609739 -0.29 -0.14 -0.21
C 0.012951 3.067172 -0.441276 -0.07 -0.09 -0.23
C 2.077151 -0.990868 0.292434 -0.04 -0.01 0.02
C 2.544343 -2.260020 -0.001783 -0.02 0.01 0.01
H 5.396742 -3.876458 -0.884277 -0.02 -0.01 0.02
H 3.970603 -4.118686 -1.889196 0.01 -0.01 0.02
H 3.928198 -4.580791 -0.190772 0.02 0.02 0.00
H 5.595775 -1.450050 -1.169782 -0.03 0.01 0.01
H 4.780499 0.811374 -0.646322 0.00 -0.01 0.00
H 1.366592 1.358937 0.697095 0.00 -0.02 0.01
H 2.606807 4.484872 1.007664 0.05 0.03 -0.07
H 0.545641 5.381894 1.945906 -0.03 -0.01 -0.04
H -1.900261 5.653081 1.574184 0.01 0.00 -0.03
H -3.038822 4.168033 -0.074451 0.03 -0.04 0.04
H 0.507100 2.341989 -1.074593 -0.02 0.03 0.04
H 1.083553 -0.862264 0.711510 0.01 -0.03 -0.02
H 1.908611 -3.116761 0.192865 0.00 0.03 0.00
S -3.024559 -0.145330 1.002832 -0.20 -0.20 -0.54
C -3.972788 -1.524287 0.372307 0.02 -0.02 0.07
C -5.363952 -1.511707 0.455017 0.07 -0.08 -0.05
C -6.102784 -2.598870 0.004253 0.02 0.05 0.03
C -5.461725 -3.709319 -0.526698 0.00 -0.01 -0.01
C -4.074984 -3.731488 -0.600033 0.05 0.03 0.03
C -3.332657 -2.648246 -0.149077 -0.12 0.04 0.00
H -5.854753 -0.640822 0.869054 -0.03 -0.01 0.00
H -7.184308 -2.578428 0.070045 0.03 0.01 0.00
H -6.039421 -4.554642 -0.880805 0.02 0.03 0.02
H -3.568349 -4.599719 -1.005034 -0.01 0.03 0.00
H -2.251842 -2.654985 -0.202434 0.01 -0.03 -0.01
```
Positions in Å, forces in eV/Å.

Results
Kohn-Sham gap   7.61 eV
Largest force on an atom   0.96 eV Å⁻¹
LUMO level   -0.312 eV
DFT total energy   -41041.1804 eV

natural (NBO) atomic charge list, values in e, 8 entries: atom 1 (Au): 0.493, atom 2 (C): -0.625, atom 3 (C): -0.038, atom 4 (C): -0.195, atom 5 (C): -0.230, atom 6 (C): 0.127, atom 7 (N): -0.621, atom 8 (C): 0.797